{"formula": "C4H14N2", "method": "wB97M-V/def2-TZVPD", "de_lowest_kcal_mol": 31.1, "homo_lumo_gap_ha": 0.360, "homo_ev": -8.8263, "energy_ev": -7353.7689, "lumo_energy_ev": 0.9798, "elements": ["C", "C", "N", "H", "H", "H", "H", "H", "H", "H", "C", "N", "C", "H", "H", "H", "H", "H", "H", "H"], "coordinates": [[2.6727, 0.7893, 0.7800], [2.4829, -0.1422, -0.3967], [1.9790, -1.4121, 0.1133], [2.9152, 0.1953, 1.5773], [1.7043, 1.2838, 1.0996], [3.3157, 1.6514, 0.6763], [3.4493, -0.2514, -0.9656], [1.8642, 0.3378, -1.1245], [1.4213, -1.9967, -0.5548], [1.1090, -1.1152, 0.6281], [-2.4891, -0.9873, -0.0545], [-2.4947, 0.3928, 0.3980], [-1.9891, 1.3027, -0.6969], [-1.4843, -1.2958, -0.1191], [-3.0010, -1.0542, -0.9946], [-2.9742, -1.5882, 0.6272], [-3.3770, 0.6914, 0.7722], [-2.6505, 1.2934, -1.5608], [-1.7380, 2.2263, -0.3413], [-1.0084, 0.9823, -1.0905]], "forces_ev_per_angstrom": [[-2.31, 1.89, -0.83], [1.56, 0.39, -1.11], [-2.93, -0.39, 0.27], [1.18, -1.25, 2.23], [0.60, -0.72, -0.52], [0.62, -0.18, -0.36], [-0.66, -0.37, 0.82], [-0.86, 0.25, -0.59], [1.50, 0.65, -0.17], [1.25, -0.26, 0.27], [-0.30, 2.18, -0.51], [1.66, 0.96, -0.88], [-0.32, -3.31, 0.06], [1.25, -0.57, -0.39], [-0.17, -0.49, -0.92], [-1.09, -1.39, 1.60], [-0.26, 0.12, -0.21], [-0.25, 0.40, -0.12], [-0.15, 2.71, 1.03], [-0.34, -0.63, 0.34]], "lowdin_charge": [-0.116, -0.375, -0.034, 0.032, 0.089, 0.067, 0.115, 0.074, 0.076, 0.071, -0.146, -0.166, -0.114, 0.049, 0.070, 0.052, 0.083, 0.071, 0.032, 0.071]}